(A)
Entry from the Open Molecules 2025 dataset: the molecule C4H6N2 (ωB97M-V with the def2-TZVPD basis set).

Structure (XYZ):
```
12
Properties=species:S:1:pos:R:3:mulliken_charge:R:1
N 0.459 1.922 0.412 -0.464
C 0.338 0.633 -0.046 0.508
C 0.145 -0.046 -1.266 -0.483
C -0.545 -1.195 -0.903 -0.528
N -0.659 -1.286 0.438 -0.003
C -0.028 -0.203 1.022 -0.695
H 0.143 1.690 1.388 0.269
H 1.156 2.576 0.073 0.224
H 0.381 0.249 -2.281 0.373
H -1.020 -1.921 -1.538 0.394
H -1.125 -2.014 0.948 0.189
H 0.753 -0.404 1.753 0.216
```

## Properties
- SMILES: Nc1cc[nH]c1
- Spin multiplicity: 1
- HOMO: -7.4 eV
- LUMO level: 1.17 eV
- HOMO-LUMO gap: 8.542 eV

(B)
Entry from the Open Molecules 2025 dataset: the molecule C4H6N2 (ωB97M-V with the def2-TZVPD basis set).

Structure (XYZ):
```
12
Properties=species:S:1:pos:R:3:mulliken_charge:R:1
N -2.196 -0.005 -0.419 -0.514
C -0.875 0.286 -0.136 0.670
C -0.441 1.578 0.172 -0.475
N 2.109 0.529 0.207 -0.610
C 1.479 -0.586 0.116 0.055
C 0.041 -0.713 0.183 -0.629
H -2.862 0.718 -0.184 0.257
H -2.501 -0.935 -0.162 0.220
H 0.499 1.920 -0.279 0.209
H 3.096 0.415 -0.029 0.238
H 1.997 -1.546 -0.032 0.333
H -0.347 -1.661 0.563 0.245
```

## Properties
- Spin multiplicity: 1
- HOMO (spin up / spin down): -8.3 / -8.2 eV
- LUMO level (spin up / spin down): -0.72 / -0.53 eV
- HOMO-LUMO gap (spin up / spin down): 7.615 / 7.699 eV

Quick look at relative energies in eV: (A) 0.000; (B) 2.509.